{
  "formula": "C13H10Cl2F3N3O",
  "method": "ωB97M-V/def2-TZVPD",
  "elements": ["F", "F", "F", "Cl", "Cl", "N", "N", "O", "C", "C", "C", "C", "C", "C", "C", "C", "C", "C", "N", "C", "C", "C", "H", "H", "H", "H", "H", "H", "H", "H", "H", "H"],
  "positions_angstrom": [[-0.672, -0.049, -4.377], [-2.060, -1.713, -4.010], [0.227, -1.846, -3.517], [1.767, 3.946, -1.498], [1.809, -0.475, 1.684], [-1.080, 0.183, 0.486], [-1.914, -1.238, -1.167], [0.492, 1.787, 0.192], [-1.925, -0.754, 0.068], [-0.357, 0.867, -0.328], [-1.128, -0.625, -2.037], [-0.328, 0.441, -1.606], [4.664, 1.651, -0.050], [3.966, 2.596, -0.792], [3.992, 0.636, 0.546], [2.573, 2.587, -0.772], [2.579, 0.791, 0.774], [1.881, 1.716, 0.062], [-2.788, -1.361, 0.926], [-0.902, -1.125, -3.516], [-3.631, -2.062, 3.249], [-2.840, -1.103, 2.422], [0.220, 0.977, -2.406], [5.755, 1.470, -0.094], [4.613, 3.280, -1.449], [4.616, -0.182, 0.964], [-2.980, -2.309, 0.564], [-2.945, -2.990, 3.408], [-4.533, -2.368, 2.719], [-3.929, -1.708, 4.163], [-3.261, -0.075, 2.461], [-1.882, -0.945, 2.933]],
  "atomic_forces_ev_per_a": [[-0.227, -1.407, 1.210], [2.513, 0.047, 0.724], [-1.187, -0.474, -0.658], [-0.215, -0.462, -0.189], [-0.037, 0.394, -0.031], [-1.794, 0.470, 2.836], [-0.280, -0.755, -2.055], [0.481, 1.116, 0.441], [0.884, 0.317, 0.370], [0.997, -1.656, 0.212], [0.615, 0.603, 0.867], [0.736, 0.823, -4.609], [1.028, -0.819, -1.291], [1.252, 0.880, -0.984], [-1.233, -0.177, 2.101], [0.995, 1.520, 0.237], [2.348, -2.448, -0.380], [-1.779, -0.073, -0.520], [0.140, -1.378, 1.310], [-1.585, 1.906, 0.376], [1.503, -3.295, -2.725], [0.152, 2.526, -1.008], [-0.087, -0.313, 0.801], [-0.691, 0.845, -0.259], [-1.621, -0.737, 1.104], [-1.105, 0.479, -0.041], [-0.183, 0.782, 0.666], [-1.476, 1.285, -0.118], [-0.039, -0.212, 0.005], [-0.396, 1.154, 2.255], [-0.097, -0.578, 0.164], [0.386, -0.363, -0.813]],
  "mulliken_charge": [-0.268, -0.243, -0.216, -0.188, -0.158, -0.246, -0.628, -0.493, 0.262, 0.105, -0.196, 0.154, -0.481, -0.200, -0.452, 0.453, 0.497, -0.095, -0.212, 0.857, -1.260, -0.176, 0.442, 0.302, 0.293, 0.319, 0.299, 0.259, 0.328, 0.433, 0.240, 0.269],
  "lumo_ev": 0.397,
  "homo_energy_ev": -8.90,
  "smiles": "CCNc1nc(Oc2c(Cl)cccc2Cl)cc(C(F)(F)F)n1",
  "de_lowest_kcal_mol": 0.00
}